[1]
{"formula": "C8H24ClI2OP2W", "method": "the ωB97M-V functional and the def2-TZVPD basis", "homo_energy_ev": [-18.644, -18.624], "max_force_ev_per_a": 3.83, "multiplicity": 3, "relative_energy_ev": 0.506, "total_charge": 3, "e_lumo_ev": [-13.840, -15.435], "homo_lumo_gap_ev": [4.80, 3.19], "elements": ["I", "I", "W", "P", "C", "C", "H", "H", "H", "H", "H", "H", "C", "H", "H", "H", "P", "C", "C", "H", "H", "H", "C", "H", "H", "H", "H", "H", "H", "Cl", "C", "C", "O", "H", "H", "H", "H", "H", "H"], "xyz": [[-2.61440, -4.07694, -0.11557], [0.79888, -2.62477, 1.46957], [-1.02297, -1.99307, -0.37360], [0.64009, -1.19582, -1.73821], [2.42253, -1.12875, -1.41538], [0.23560, -2.91738, -2.26382], [0.08408, -2.85660, -3.35004], [1.11372, -0.54817, -4.01693], [-0.73342, -3.36616, -1.83626], [-0.56794, -0.10469, -3.55614], [2.65921, -1.62139, -0.46506], [1.05592, -3.59397, -2.00634], [0.47268, -0.14814, -3.21654], [2.95443, -1.61838, -2.24491], [0.80450, 0.86719, -2.95638], [2.71946, -0.07458, -1.32015], [-1.91794, -0.21946, 1.08317], [-0.78178, 0.50617, 2.28949], [-2.75196, 1.22015, 0.36755], [-3.94162, -1.49947, 1.48456], [-3.64555, -0.24096, 2.72947], [-2.71818, -1.77361, 2.75821], [-3.17932, -1.02308, 2.11032], [-3.35571, 0.92861, -0.49562], [-3.40213, 1.65943, 1.13905], [-1.38589, 0.99955, 3.06368], [-0.11945, 1.23762, 1.81229], [-2.01078, 1.96489, 0.04775], [-0.16250, -0.27358, 2.74876], [-2.48206, -1.13596, -2.02590], [2.61373, 3.38449, 1.74227], [2.02374, 2.63970, 0.55806], [2.42545, 1.26409, 0.43308], [2.08640, 3.15147, 2.67265], [2.50579, 4.45493, 1.54901], [3.67538, 3.15632, 1.87225], [0.92412, 2.69613, 0.57952], [2.34390, 3.10827, -0.37660], [2.23398, 0.79592, 1.26274]], "nbo_charge": [0.702, 0.463, 0.218, 1.101, -0.934, -0.933, 0.342, 0.301, 0.222, 0.283, 0.252, 0.312, -0.935, 0.297, 0.298, 0.335, 1.087, -0.947, -0.936, 0.269, 0.308, 0.269, -0.925, 0.280, 0.297, 0.299, 0.274, 0.281, 0.250, -0.156, -0.652, -0.061, -0.754, 0.205, 0.255, 0.244, 0.130, 0.205, 0.455]}



[2]
{"formula": "C8H24F6N2O8S2", "method": "the ωB97M-V functional and the def2-TZVPD basis", "homo_energy_ev": -8.522, "max_force_ev_per_a": 5.16, "relative_energy_ev": 3.824, "e_lumo_ev": -1.889, "homo_lumo_gap_ev": 6.63, "elements": ["N", "H", "H", "H", "H", "C", "F", "F", "F", "S", "O", "O", "N", "S", "O", "O", "C", "F", "F", "F", "O", "H", "H", "O", "H", "H", "C", "C", "C", "O", "H", "H", "H", "H", "H", "H", "H", "H", "C", "C", "C", "O", "H", "H", "H", "H", "H", "H", "H", "H"], "xyz": [[0.99063, -0.04587, -2.03978], [0.66994, -0.79195, -2.64029], [0.48998, 0.05306, -1.16819], [0.81363, 0.78012, -2.59341], [1.97337, -0.13210, -1.82321], [0.55550, 3.73330, 2.29632], [1.16869, 3.55252, 1.15583], [1.19275, 4.75809, 2.90201], [-0.71811, 4.05149, 2.13809], [0.63596, 2.10598, 3.29243], [1.98212, 1.55117, 3.02840], [0.44876, 2.41599, 4.70889], [-0.60848, 1.10767, 2.56132], [-1.82789, 1.25722, 3.46469], [-1.69198, 0.65258, 4.76766], [-2.46014, 2.57159, 3.45925], [-3.13616, 0.18820, 2.45172], [-2.49676, -0.87815, 1.91745], [-4.09464, -0.25240, 3.29735], [-3.68428, 0.87676, 1.48883], [5.71488, -0.44045, -0.94151], [6.23355, -1.24195, -0.87198], [5.88995, 0.03013, -0.12656], [-1.03868, -3.48145, -4.98366], [-0.95830, -4.42529, -4.84607], [-1.91576, -3.36605, -5.34923], [-2.87059, 3.33807, -4.54769], [-1.89938, 4.08279, -5.48539], [-1.88744, 5.57120, -5.09224], [-0.66392, 3.53349, -5.30637], [-2.71432, 2.26572, -4.66499], [-3.89246, 3.46299, -4.90588], [-2.85892, 3.64327, -3.50135], [-2.15902, 3.89403, -6.52706], [-2.86649, 6.02676, -4.94377], [-1.46206, 6.13357, -5.92343], [-1.35420, 5.69445, -4.14960], [-0.11577, 3.96757, -5.96418], [1.28052, -6.71022, 3.42389], [1.36812, -5.28153, 3.69136], [2.53403, -4.97886, 4.60377], [1.49044, -4.56502, 2.48369], [0.87844, -7.35481, 4.20551], [2.21749, -7.21455, 3.18764], [0.65673, -6.84507, 2.54026], [0.45477, -4.91221, 4.15770], [2.38331, -5.54152, 5.52507], [2.66692, -3.93790, 4.89848], [3.43772, -5.24200, 4.05404], [1.24755, -3.66042, 2.69419]], "nbo_charge": [-0.849, 0.458, 0.471, 0.454, 0.463, 0.764, -0.320, -0.315, -0.293, 2.084, -0.936, -0.880, -1.183, 2.191, -0.924, -0.958, 0.749, -0.345, -0.321, -0.311, -0.952, 0.474, 0.478, -0.950, 0.475, 0.474, -0.627, 0.096, -0.643, -0.722, 0.203, 0.216, 0.215, 0.154, 0.219, 0.203, 0.220, 0.466, -0.631, 0.079, -0.624, -0.729, 0.221, 0.206, 0.221, 0.160, 0.208, 0.212, 0.205, 0.471]}



[3]
{"formula": "C8H24FO4", "method": "the ωB97M-V functional and the def2-TZVPD basis", "homo_energy_ev": -5.885, "max_force_ev_per_a": 3.29, "relative_energy_ev": 1.412, "total_charge": -1, "e_lumo_ev": 3.503, "homo_lumo_gap_ev": 9.39, "elements": ["F", "C", "C", "O", "H", "H", "H", "H", "H", "H", "C", "C", "O", "H", "H", "H", "H", "H", "H", "C", "C", "O", "H", "H", "H", "H", "H", "H", "C", "C", "O", "H", "H", "H", "H", "H", "H"], "xyz": [[-0.73820, 0.49792, 0.79378], [3.60000, -1.65466, 0.20530], [2.11181, -1.39574, 0.09427], [1.80657, -0.10896, 0.31121], [3.77366, -2.73016, 0.17030], [3.93682, -1.11836, 1.09245], [4.13212, -1.18069, -0.61951], [1.48587, -1.87195, 0.84895], [1.73536, -1.69113, -0.88508], [0.86756, -0.05756, 0.50410], [0.45635, -1.34454, 5.45490], [0.39508, -1.34177, 3.94727], [0.11849, -0.03009, 3.43352], [-0.54014, -1.05439, 5.78796], [1.24749, -0.72297, 5.87426], [0.64127, -2.37118, 5.77100], [-0.45310, -1.96287, 3.65932], [1.29770, -1.56963, 3.38031], [-0.15391, -0.05677, 2.51336], [-0.97348, -0.96615, -3.46516], [-1.24328, -0.33492, -2.16821], [-1.62721, -1.17296, -1.10132], [-1.70834, -1.71990, -3.74789], [0.00497, -1.44365, -3.41301], [-0.92330, -0.19307, -4.23193], [-2.03288, 0.39694, -2.33854], [-0.44037, 0.32984, -1.84955], [-1.50646, -0.64611, -0.30793], [-1.51056, 3.40784, -3.08930], [-2.02515, 3.12184, -1.69598], [-1.07528, 2.61310, -0.89879], [-0.98040, 4.34945, -3.23214], [-2.32799, 3.47108, -3.80758], [-0.85174, 2.58214, -3.35811], [-2.75789, 2.32156, -1.79965], [-2.52109, 3.94944, -1.18881], [-1.22034, 1.69903, -0.64378]], "nbo_charge": [-0.890, -0.632, -0.042, -0.758, 0.195, 0.210, 0.196, 0.146, 0.131, 0.516, -0.622, -0.069, -0.769, 0.208, 0.203, 0.194, 0.152, 0.166, 0.517, -0.618, -0.073, -0.766, 0.200, 0.197, 0.202, 0.122, 0.181, 0.517, -0.631, -0.047, -0.740, 0.193, 0.188, 0.212, 0.145, 0.144, 0.519]}



[4]
{"formula": "C8H24N2O3", "method": "the ωB97M-V functional and the def2-TZVPD basis", "homo_energy_ev": -9.080, "max_force_ev_per_a": 3.05, "relative_energy_ev": 1.278, "e_lumo_ev": 0.466, "homo_lumo_gap_ev": 9.55, "elements": ["C", "O", "C", "C", "C", "N", "H", "H", "H", "H", "H", "H", "H", "H", "H", "H", "H", "C", "O", "C", "C", "C", "N", "H", "H", "H", "H", "H", "H", "H", "H", "H", "H", "H", "O", "H", "H"], "xyz": [[-26.04068, 26.10410, -12.83379], [-25.17228, 26.28009, -11.73807], [-25.02652, 25.11843, -10.90498], [-24.12027, 24.06578, -11.74205], [-23.93559, 22.86396, -10.97107], [-22.76788, 24.50384, -12.17489], [-25.68665, 25.43034, -13.61406], [-26.32191, 27.05060, -13.29547], [-26.94725, 25.61911, -12.47181], [-24.45731, 25.44966, -10.03642], [-25.98895, 24.71868, -10.58552], [-24.74985, 23.83397, -12.60111], [-23.32305, 22.11417, -11.47178], [-24.88811, 22.46287, -10.62477], [-23.37174, 23.16182, -10.08707], [-22.86279, 25.33839, -12.73580], [-22.30247, 24.83291, -11.34111], [-27.15110, 20.31902, -16.63398], [-26.25969, 20.74390, -17.55764], [-26.65647, 20.48829, -18.91114], [-25.62319, 21.04826, -20.00790], [-26.17208, 21.13980, -21.42600], [-24.46691, 20.22709, -19.98040], [-26.80258, 20.77666, -15.70814], [-27.16265, 19.24510, -16.44781], [-28.18526, 20.55970, -16.88037], [-26.61013, 19.40696, -19.04026], [-27.67590, 20.86033, -19.01338], [-25.23157, 22.02572, -19.72631], [-26.69850, 20.23947, -21.74284], [-25.35915, 21.15963, -22.15185], [-26.81074, 22.01845, -21.51645], [-24.51045, 19.24683, -19.74103], [-23.85039, 20.58973, -19.26731], [-22.32613, 22.20422, -16.01390], [-23.26494, 22.06262, -15.89219], [-22.00624, 22.45137, -15.14625]], "nbo_charge": [-0.253, -0.546, -0.076, -0.073, -0.612, -0.821, 0.161, 0.197, 0.160, 0.183, 0.172, 0.177, 0.224, 0.207, 0.192, 0.362, 0.346, -0.235, -0.546, -0.068, -0.062, -0.619, -0.845, 0.186, 0.154, 0.158, 0.156, 0.164, 0.196, 0.202, 0.230, 0.207, 0.357, 0.364, -0.941, 0.468, 0.472]}



[5]
{"formula": "C8H24O4", "method": "the ωB97M-V functional and the def2-TZVPD basis", "homo_energy_ev": -8.725, "max_force_ev_per_a": 1.78, "relative_energy_ev": 0.456, "e_lumo_ev": 0.293, "homo_lumo_gap_ev": 9.02, "elements": ["C", "C", "C", "C", "C", "C", "C", "C", "H", "H", "H", "H", "H", "H", "H", "H", "H", "H", "H", "H", "H", "H", "H", "H", "O", "H", "H", "O", "H", "H", "O", "H", "H", "O", "H", "H"], "xyz": [[-4.03576, -1.02729, 1.60344], [-2.69449, -0.98316, 0.93311], [-2.23163, 0.09857, 0.29924], [-2.91421, 1.42282, 0.45714], [-0.85804, 0.08636, -0.35527], [-0.64136, -1.23111, -1.16301], [0.58101, -1.98577, -0.57713], [0.63901, -3.41649, -1.06240], [-4.90479, -1.13420, 0.95298], [-4.16144, -1.93992, 2.19967], [-4.13696, -0.21957, 2.32512], [-2.14624, -1.91914, 0.91716], [-2.51366, 2.02094, 1.29015], [-3.99252, 1.42339, 0.57173], [-2.59312, 2.07381, -0.36512], [-0.14058, 0.11284, 0.46777], [-0.69242, 0.91463, -1.03060], [-0.33095, -0.98025, -2.18076], [-1.51588, -1.86312, -1.25241], [0.65921, -1.83697, 0.49545], [1.47582, -1.47839, -0.93673], [0.86059, -3.50923, -2.12760], [-0.19323, -4.03037, -0.71627], [1.50794, -3.97347, -0.67766], [3.42282, 1.48334, -1.27482], [3.66815, 1.28958, -2.18754], [2.63194, 0.94033, -1.16031], [0.15996, 3.00491, -0.48561], [0.47689, 2.19751, -0.07185], [0.02912, 3.61835, 0.23870], [2.73366, 2.72831, 1.09838], [3.43288, 2.26552, 0.62256], [2.14502, 3.02468, 0.39587], [3.25089, -1.31497, 0.64334], [3.16626, -1.35792, 1.60295], [3.56661, -0.41011, 0.52000]], "nbo_charge": [-0.657, -0.210, 0.038, -0.664, -0.455, -0.394, -0.390, -0.619, 0.220, 0.213, 0.213, 0.195, 0.214, 0.224, 0.222, 0.204, 0.219, 0.195, 0.210, 0.196, 0.197, 0.207, 0.203, 0.212, -0.958, 0.486, 0.475, -0.941, 0.473, 0.476, -0.962, 0.482, 0.471, -0.939, 0.471, 0.471]}